C7H14N2S | the ωB97M-V functional and the def2-TZVPD basis

* charge: 0
* Kohn-Sham gap: 8.708 eV
* maximum force: 5.264 eV/A
* HOMO energy: -7.88 eV
* energy relative to the best compared isomer or geometry (same formula, charge and spin): 3.498 eV
* SMILES string: CCN(N)C(=S)C1(C)CC1

Element x y z (Å)
C (3.072, -0.508, -0.744)
C (2.352, -0.379, 0.659)
N (1.025, 0.055, 0.524)
N (0.731, 1.460, 0.584)
C (-0.014, -0.870, 0.214)
S (0.345, -2.518, 0.208)
C (-1.373, -0.294, 0.024)
C (-1.628, 0.337, -1.334)
C (-2.249, 0.197, 1.040)
C (-2.469, -1.211, 0.457)
H (3.055, 0.479, -1.282)
H (4.188, -0.733, -0.711)
H (2.487, -1.290, -1.266)
H (2.199, -1.315, 1.081)
H (2.812, 0.283, 1.275)
H (1.333, 1.769, 1.309)
H (-0.234, 1.562, 0.710)
H (-1.703, 1.489, -1.350)
H (-2.600, -0.066, -1.538)
H (-1.052, 0.046, -2.135)
H (-3.001, 0.951, 0.851)
H (-1.856, 0.247, 2.010)
H (-2.188, -2.034, 1.154)
H (-3.319, -1.501, -0.158)

Charges computed using natural (NBO), reported in e: atom 1 (C): -0.63, atom 2 (C): -0.23, atom 3 (N): -0.23, atom 4 (N): -0.64, atom 5 (C): 0.16, atom 6 (S): -0.20, atom 7 (C): -0.22, atom 8 (C): -0.58, atom 9 (C): -0.42, atom 10 (C): -0.38, atom 11 (H): 0.21, atom 12 (H): 0.22, atom 13 (H): 0.23, atom 14 (H): 0.24, atom 15 (H): 0.18, atom 16 (H): 0.36, atom 17 (H): 0.37, atom 18 (H): 0.20, atom 19 (H): 0.22, atom 20 (H): 0.22, atom 21 (H): 0.23, atom 22 (H): 0.22, atom 23 (H): 0.24, atom 24 (H): 0.22

---

C32H29N2S | the ωB97M-V functional and the def2-TZVPD basis

* charge: +1
* Kohn-Sham gap: 4.328 eV
* maximum force: 1.705 eV/A
* HOMO energy: -8.99 eV
* energy relative to the best compared isomer or geometry (same formula, charge and spin): 2.213 eV

Element x y z (Å)
C (-1.196, 1.106, 3.407)
N (-1.918, 1.463, 2.180)
C (-2.708, 2.612, 2.063)
C (-3.383, 2.663, 0.838)
C (-4.159, 3.772, 0.518)
C (-4.219, 4.852, 1.402)
C (-3.534, 4.805, 2.626)
C (-2.767, 3.681, 2.968)
S (-2.985, 1.283, -0.169)
C (-1.924, 0.646, 1.083)
C (-1.171, -0.522, 0.975)
C (-1.754, -1.821, 0.854)
C (-3.152, -2.031, 0.768)
C (-3.657, -3.271, 0.381)
C (-2.787, -4.340, 0.108)
C (-1.405, -4.169, 0.283)
C (-0.904, -2.948, 0.722)
H (-1.107, 0.015, 3.472)
H (-0.188, 1.550, 3.442)
H (-1.774, 1.476, 4.265)
H (-4.686, 3.765, -0.430)
H (-4.791, 5.740, 1.142)
H (-3.588, 5.647, 3.317)
H (-2.199, 3.625, 3.898)
H (-0.097, -0.470, 1.137)
H (-3.819, -1.180, 0.942)
H (-4.735, -3.412, 0.272)
H (-3.179, -5.294, -0.248)
H (-0.725, -4.992, 0.054)
H (0.169, -2.806, 0.865)
C (0.023, 2.147, -3.371)
C (0.874, 2.094, -2.165)
N (1.718, 3.082, -1.757)
C (2.503, 2.637, -0.684)
C (2.120, 1.304, -0.406)
C (2.792, 0.573, 0.563)
C (3.782, 1.208, 1.322)
C (4.146, 2.542, 1.050)
C (3.517, 3.269, 0.027)
C (1.069, 0.951, -1.344)
C (0.489, -0.325, -1.512)
C (1.262, -1.486, -1.776)
C (2.682, -1.456, -1.900)
C (3.410, -2.633, -1.848)
C (2.775, -3.875, -1.693)
C (3.579, -5.124, -1.489)
C (1.375, -3.924, -1.770)
C (0.638, -2.764, -1.887)
H (-0.122, 1.111, -3.720)
H (-0.978, 2.560, -3.159)
H (0.485, 2.724, -4.188)
H (1.779, 4.008, -2.179)
H (2.540, -0.479, 0.698)
H (4.275, 0.665, 2.128)
H (4.927, 3.012, 1.650)
H (3.773, 4.301, -0.211)
H (-0.597, -0.395, -1.573)
H (3.210, -0.504, -2.011)
H (4.497, -2.598, -1.901)
H (2.923, -5.996, -1.384)
H (4.239, -5.323, -2.344)
H (4.225, -5.061, -0.598)
H (0.869, -4.889, -1.715)
H (-0.451, -2.802, -1.987)

Charges computed using natural (NBO), reported in e: atom 1 (C): -0.42, atom 2 (N): -0.36, atom 3 (C): 0.20, atom 4 (C): -0.23, atom 5 (C): -0.20, atom 6 (C): -0.20, atom 7 (C): -0.19, atom 8 (C): -0.24, atom 9 (S): 0.43, atom 10 (C): 0.18, atom 11 (C): -0.51, atom 12 (C): 0.05, atom 13 (C): -0.27, atom 14 (C): -0.19, atom 15 (C): -0.25, atom 16 (C): -0.21, atom 17 (C): -0.25, atom 18 (H): 0.25, atom 19 (H): 0.22, atom 20 (H): 0.22, atom 21 (H): 0.23, atom 22 (H): 0.23, atom 23 (H): 0.23, atom 24 (H): 0.23, atom 25 (H): 0.23, atom 26 (H): 0.21, atom 27 (H): 0.22, atom 28 (H): 0.22, atom 29 (H): 0.21, atom 30 (H): 0.20, atom 31 (C): -0.67, atom 32 (C): 0.30, atom 33 (N): -0.50, atom 34 (C): 0.12, atom 35 (C): -0.01, atom 36 (C): -0.23, atom 37 (C): -0.21, atom 38 (C): -0.21, atom 39 (C): -0.23, atom 40 (C): -0.26, atom 41 (C): 0.07, atom 42 (C): -0.11, atom 43 (C): -0.12, atom 44 (C): -0.25, atom 45 (C): 0.11, atom 46 (C): -0.66, atom 47 (C): -0.26, atom 48 (C): -0.09, atom 49 (H): 0.24, atom 50 (H): 0.25, atom 51 (H): 0.24, atom 52 (H): 0.43, atom 53 (H): 0.22, atom 54 (H): 0.23, atom 55 (H): 0.23, atom 56 (H): 0.23, atom 57 (H): 0.24, atom 58 (H): 0.24, atom 59 (H): 0.23, atom 60 (H): 0.23, atom 61 (H): 0.24, atom 62 (H): 0.24, atom 63 (H): 0.23, atom 64 (H): 0.24

---

C61H57BaN4 | the ωB97M-V functional and the def2-TZVPD basis

* charge: -1
* Kohn-Sham gap (spin up / spin down): 5.074 / 5.083 eV
* maximum force: 3.733 eV/A
* HOMO energy (spin up / spin down): -4.03 / -4.03 eV

Element x y z (Å)
Ba (-0.053, 0.051, 0.061)
C (2.925, 2.312, 6.423)
C (2.969, 3.165, 5.344)
C (1.982, 3.087, 4.368)
C (0.926, 2.141, 4.415)
C (1.021, 1.218, 5.453)
C (2.012, 1.275, 6.377)
C (-0.101, 1.965, 3.270)
C (-0.967, 0.805, 3.339)
C (-1.703, 0.393, 4.490)
C (-2.639, -0.552, 4.131)
C (-2.417, -0.781, 2.686)
C (-3.092, -1.694, 1.859)
C (-3.990, -2.804, 2.469)
C (-5.329, -2.905, 2.167)
C (-6.067, -3.948, 2.751)
C (-5.518, -4.905, 3.594)
C (-4.165, -4.788, 3.961)
C (-3.398, -3.746, 3.348)
C (-3.024, -1.804, 0.426)
N (-2.486, -0.805, -0.354)
C (-2.638, -1.210, -1.649)
C (-2.406, -0.424, -2.776)
C (-2.611, -1.009, -4.120)
C (-1.553, -1.288, -4.937)
C (-1.709, -1.846, -6.218)
C (-3.002, -2.245, -6.617)
C (-4.105, -1.909, -5.808)
C (-3.942, -1.306, -4.612)
C (-1.951, 0.920, -2.826)
C (-1.924, 1.831, -3.920)
C (-1.428, 3.031, -3.421)
C (-1.121, 2.817, -2.024)
N (-1.410, 1.536, -1.764)
C (-0.609, 3.783, -1.176)
C (-0.440, 3.723, 0.175)
C (-0.042, 4.851, 1.015)
C (0.265, 4.273, 2.225)
C (-0.026, 2.887, 2.175)
N (-0.409, 2.600, 0.966)
C (-0.336, 5.062, -1.768)
C (0.716, 5.158, -2.678)
C (0.965, 6.362, -3.323)
C (0.249, 7.478, -2.986)
C (-0.816, 7.386, -2.120)
C (-1.098, 6.197, -1.462)
C (-3.275, -2.530, -1.663)
C (-3.549, -2.835, -0.370)
N (-1.410, 0.025, 2.299)
H (3.630, 2.352, 7.247)
H (3.759, 3.901, 5.291)
H (2.021, 3.770, 3.501)
H (0.414, 0.315, 5.399)
H (2.056, 0.496, 7.123)
H (-1.724, 0.843, 5.453)
H (-3.361, -1.076, 4.762)
H (-5.796, -2.203, 1.482)
H (-7.145, -3.937, 2.529)
H (-6.182, -5.668, 4.083)
H (-3.709, -5.447, 4.612)
H (-2.319, -3.606, 3.613)
H (-0.550, -1.106, -4.520)
H (-0.866, -2.047, -6.872)
H (-3.150, -2.748, -7.575)
H (-5.123, -2.215, -6.121)
H (-4.729, -1.034, -3.891)
H (-2.245, 1.781, -4.970)
H (-1.237, 3.912, -3.962)
H (0.124, 5.872, 0.676)
H (0.638, 4.912, 2.997)
H (1.188, 4.182, -2.890)
H (1.751, 6.294, -4.088)
H (0.440, 8.403, -3.522)
H (-1.472, 8.251, -2.004)
H (-1.976, 6.091, -0.826)
H (-3.641, -3.065, -2.572)
H (-3.904, -3.813, -0.129)
C (3.239, -0.259, -0.323)
C (2.729, -1.234, 0.546)
C (2.162, -2.223, -0.355)
C (2.256, -1.758, -1.662)
C (2.931, -0.551, -1.721)
C (2.994, 0.474, -2.896)
C (1.780, 0.116, -3.822)
C (4.334, 0.314, -3.630)
C (2.866, 1.925, -2.509)
C (1.309, -3.480, -0.002)
C (0.943, -4.169, -1.326)
C (2.203, -4.468, 0.743)
C (0.015, -3.132, 0.732)
C (3.204, -1.277, 1.994)
C (2.370, -1.966, 3.115)
C (4.550, -1.860, 1.923)
C (3.303, 0.177, 2.469)
H (3.948, 0.523, -0.102)
H (1.695, -2.183, -2.466)
H (1.722, -0.928, -4.129)
H (1.847, 0.677, -4.765)
H (0.804, 0.317, -3.275)
H (4.381, -0.739, -3.843)
H (5.152, 0.570, -2.953)
H (4.339, 0.798, -4.606)
H (1.963, 2.195, -1.942)
H (2.839, 2.476, -3.439)
H (3.746, 2.174, -1.921)
H (1.859, -4.343, -1.905)
H (0.240, -3.578, -1.943)
H (0.501, -5.151, -1.203)
H (3.099, -4.589, 0.177)
H (1.630, -5.371, 0.910)
H (2.474, -4.094, 1.707)
H (-0.677, -2.640, 0.057)
H (0.277, -2.486, 1.593)
H (-0.397, -4.088, 1.079)
H (1.965, -2.947, 2.895)
H (1.568, -1.288, 3.470)
H (2.994, -2.050, 4.009)
H (4.474, -2.882, 1.485)
H (5.039, -1.922, 2.914)
H (5.208, -1.313, 1.165)
H (2.338, 0.753, 2.367)
H (4.019, 0.733, 1.862)
H (3.603, 0.342, 3.502)

Atom charges from the Mulliken analysis, given in e for atoms 1 to 99: atom 1 (Ba): 2.67, atom 2 (C): -0.55, atom 3 (C): -1.06, atom 4 (C): -0.27, atom 5 (C): 0.93, atom 6 (C): -0.38, atom 7 (C): -0.88, atom 8 (C): 0.89, atom 9 (C): -0.19, atom 10 (C): -1.09, atom 11 (C): -1.62, atom 12 (C): -0.59, atom 13 (C): 1.51, atom 14 (C): -0.68, atom 15 (C): -0.01, atom 16 (C): -0.72, atom 17 (C): -0.43, atom 18 (C): -0.86, atom 19 (C): -0.04, atom 20 (C): 0.35, atom 21 (N): -1.17, atom 22 (C): 0.87, atom 23 (C): 1.72, atom 24 (C): -0.46, atom 25 (C): 0.09, atom 26 (C): -0.77, atom 27 (C): -0.44, atom 28 (C): -0.58, atom 29 (C): -0.38, atom 30 (C): -0.61, atom 31 (C): -1.43, atom 32 (C): -1.15, atom 33 (C): 0.50, atom 34 (N): -0.14, atom 35 (C): 1.71, atom 36 (C): -0.41, atom 37 (C): -1.44, atom 38 (C): -1.41, atom 39 (C): 0.60, atom 40 (N): -0.02, atom 41 (C): -0.23, atom 42 (C): -0.05, atom 43 (C): -0.66, atom 44 (C): -0.55, atom 45 (C): -0.66, atom 46 (C): -0.37, atom 47 (C): -1.35, atom 48 (C): -1.22, atom 49 (N): 0.65, atom 50 (H): 0.36, atom 51 (H): 0.40, atom 52 (H): 0.35, atom 53 (H): 0.21, atom 54 (H): 0.39, atom 55 (H): 0.73, atom 56 (H): 0.59, atom 57 (H): 0.48, atom 58 (H): 0.32, atom 59 (H): 0.29, atom 60 (H): 0.50, atom 61 (H): 0.32, atom 62 (H): 0.42, atom 63 (H): 0.40, atom 64 (H): 0.36, atom 65 (H): 0.32, atom 66 (H): 0.43, atom 67 (H): 0.42, atom 68 (H): 0.65, atom 69 (H): 0.50, atom 70 (H): 0.74, atom 71 (H): 0.41, atom 72 (H): 0.38, atom 73 (H): 0.34, atom 74 (H): 0.36, atom 75 (H): 0.45, atom 76 (H): 0.45, atom 77 (H): 0.51, atom 78 (C): -0.88, atom 79 (C): 0.70, atom 80 (C): 0.01, atom 81 (C): -0.37, atom 82 (C): -1.26, atom 83 (C): 2.77, atom 84 (C): -2.16, atom 85 (C): -2.12, atom 86 (C): -2.19, atom 87 (C): 3.63, atom 88 (C): -2.35, atom 89 (C): -2.14, atom 90 (C): -0.37, atom 91 (C): 3.00, atom 92 (C): -1.89, atom 93 (C): -1.88, atom 94 (C): -2.40, atom 95 (H): 0.37, atom 96 (H): 0.22, atom 97 (H): 0.48, atom 98 (H): 0.54, atom 99 (H): 0.43

---

AgClH3O5P2 | the ωB97M-V functional and the def2-TZVPD basis

* charge: +1
* Kohn-Sham gap: 8.981 eV
* maximum force: 0.558 eV/A
* HOMO energy: -14.72 eV

Element x y z (Å)
O (0.582, -1.239, 2.065)
P (-0.545, -1.163, 1.085)
O (-0.821, 0.219, 0.324)
P (0.143, 0.692, -0.913)
O (1.398, -0.044, -0.836)
O (0.166, 2.255, -0.817)
O (-0.819, 0.546, -2.161)
Cl (-0.534, -0.767, -3.182)
H (-0.420, -2.123, 0.086)
H (-1.775, -1.327, 1.712)
H (0.831, 2.579, -0.192)
Ag (1.794, 0.372, 2.830)

Charges computed using natural (NBO), reported in e: atom 1 (O): -1.18, atom 2 (P): 1.80, atom 3 (O): -1.06, atom 4 (P): 2.54, atom 5 (O): -1.07, atom 6 (O): -0.95, atom 7 (O): -0.80, atom 8 (Cl): 0.34, atom 9 (H): -0.04, atom 10 (H): -0.05, atom 11 (H): 0.52, atom 12 (Ag): 0.96

---

C25H23Br2HfN2O2PS3 | the ωB97M-V functional and the def2-TZVPD basis

* charge: +2
* Kohn-Sham gap: 7.923 eV
* maximum force: 1.500 eV/A
* HOMO energy: -14.44 eV

Element x y z (Å)
Hf (-1.198, -1.095, 0.408)
Br (1.625, -0.540, 1.892)
C (0.671, 0.165, 3.410)
Br (-1.083, 0.767, 2.881)
H (1.212, 1.015, 3.805)
H (0.547, -0.637, 4.127)
C (-2.679, 0.984, -6.694)
C (-2.902, 0.628, -5.255)
C (-2.019, -0.243, -4.606)
C (-2.197, -0.585, -3.281)
C (-3.286, -0.049, -2.597)
C (-4.193, 0.810, -3.216)
C (-3.985, 1.141, -4.545)
S (-3.564, -0.374, -0.925)
O (-4.939, -0.295, -0.606)
O (-2.882, -1.725, -0.607)
N (-2.605, 0.516, 0.021)
C (-1.646, 1.435, -0.497)
C (-1.863, 2.728, -0.916)
C (-0.746, 3.438, -1.339)
C (0.518, 2.854, -1.309)
C (0.650, 1.559, -0.854)
N (-0.429, 0.863, -0.463)
H (-2.549, 0.084, -7.296)
H (-1.772, 1.582, -6.796)
H (-3.510, 1.554, -7.101)
H (-1.197, -0.673, -5.165)
H (-1.531, -1.303, -2.819)
H (-5.054, 1.188, -2.682)
H (-4.687, 1.796, -5.045)
H (-2.855, 3.155, -0.908)
H (-0.857, 4.457, -1.686)
H (1.394, 3.400, -1.630)
H (1.609, 1.063, -0.801)
S (0.264, -2.916, -0.553)
P (-0.640, -4.015, 0.963)
S (-1.383, -2.659, 2.345)
C (-1.965, -4.991, 0.286)
C (-3.209, -5.047, 0.911)
C (-4.197, -5.875, 0.399)
C (-3.942, -6.641, -0.729)
C (-2.701, -6.583, -1.354)
C (-1.710, -5.761, -0.852)
C (0.576, -5.073, 1.715)
C (0.172, -6.335, 2.153)
C (1.093, -7.157, 2.784)
C (2.396, -6.725, 2.971)
C (2.795, -5.465, 2.537)
C (1.886, -4.634, 1.911)
H (-3.415, -4.447, 1.787)
H (-5.163, -5.921, 0.883)
H (-4.714, -7.286, -1.126)
H (-2.507, -7.183, -2.232)
H (-0.747, -5.724, -1.347)
H (-0.842, -6.679, 1.998)
H (0.790, -8.139, 3.123)
H (3.113, -7.375, 3.455)
H (3.816, -5.140, 2.681)
H (2.196, -3.657, 1.562)

Charges computed using natural (NBO), reported in e: atom 1 (Hf): 1.81, atom 2 (Br): 0.18, atom 3 (C): -0.51, atom 4 (Br): 0.21, atom 5 (H): 0.26, atom 6 (H): 0.26, atom 7 (C): -0.65, atom 8 (C): 0.07, atom 9 (C): -0.19, atom 10 (C): -0.20, atom 11 (C): -0.36, atom 12 (C): -0.16, atom 13 (C): -0.21, atom 14 (S): 2.30, atom 15 (O): -0.83, atom 16 (O): -1.00, atom 17 (N): -1.06, atom 18 (C): 0.39, atom 19 (C): -0.25, atom 20 (C): -0.08, atom 21 (C): -0.24, atom 22 (C): 0.10, atom 23 (N): -0.64, atom 24 (H): 0.24, atom 25 (H): 0.24, atom 26 (H): 0.24, atom 27 (H): 0.24, atom 28 (H): 0.23, atom 29 (H): 0.25, atom 30 (H): 0.24, atom 31 (H): 0.26, atom 32 (H): 0.25, atom 33 (H): 0.26, atom 34 (H): 0.23, atom 35 (S): -0.47, atom 36 (P): 1.23, atom 37 (S): -0.45, atom 38 (C): -0.39, atom 39 (C): -0.20, atom 40 (C): -0.19, atom 41 (C): -0.15, atom 42 (C): -0.20, atom 43 (C): -0.19, atom 44 (C): -0.38, atom 45 (C): -0.19, atom 46 (C): -0.19, atom 47 (C): -0.15, atom 48 (C): -0.19, atom 49 (C): -0.20, atom 50 (H): 0.23, atom 51 (H): 0.24, atom 52 (H): 0.24, atom 53 (H): 0.24, atom 54 (H): 0.23, atom 55 (H): 0.24, atom 56 (H): 0.24, atom 57 (H): 0.24, atom 58 (H): 0.24, atom 59 (H): 0.22

---

Number 1: molar mass 158.3 g/mol. Number 2: molar mass 473.7 g/mol. Number 3: molar mass 983.5 g/mol. Number 4: molar mass 288.3 g/mol. Number 5: molar mass 848.9 g/mol.